{
  "formula": "C3H10N2O",
  "method": "ωB97M-V with the def2-TZVPD basis set",
  "symbols": ["C", "N", "C", "H", "H", "H", "H", "H", "H", "H", "C", "N", "O", "H", "H", "H"],
  "xyz": [[1.213188, 0.410325, 0.630644], [0.820089, -0.777911, -0.096905], [1.719575, -1.899240, 0.077889], [1.741712, 0.148405, 1.553923], [1.892457, 1.084490, 0.102311], [0.347267, 1.025506, 0.908297], [0.673593, -0.560312, -1.072077], [2.747980, -1.744803, -0.265061], [1.341370, -2.798168, -0.406707], [1.763923, -2.146829, 1.137095], [-2.382978, 0.572656, -0.582305], [-2.143521, 1.898575, -0.266990], [-3.275969, 0.238882, -1.321813], [-1.603174, -0.149581, -0.299797], [-2.072312, 2.210782, 0.689099], [-2.783198, 2.487223, -0.787603]],
  "forces_ev_per_angstrom": [[0.1087, 0.5592, 0.3987], [-0.1617, -0.0443, 0.0687], [0.0467, -0.3183, 0.1220], [-0.2571, -0.1547, -0.0851], [0.1523, -0.0650, -0.2683], [0.0583, -0.2136, -0.0536], [0.0724, -0.0775, -0.0521], [0.0964, 0.1639, -0.0795], [-0.1335, 0.1032, -0.2022], [0.0473, 0.0634, 0.1280], [0.2691, -0.1548, -0.4817], [-0.3869, 0.4046, -0.2785], [-0.1117, -0.0065, -0.1420], [-0.1015, 0.0951, 0.6649], [0.4238, -0.3686, 0.1134], [-0.1225, 0.0141, 0.1475]],
  "nbo_charge": [-0.414, -0.639, -0.408, 0.194, 0.174, 0.186, 0.359, 0.163, 0.202, 0.190, 0.511, -0.856, -0.578, 0.142, 0.391, 0.385],
  "lumo_energy_ev": 0.9234
}

{
  "formula": "C3H10N2O",
  "method": "ωB97M-V with the def2-TZVPD basis set",
  "symbols": ["C", "C", "C", "H", "H", "H", "H", "H", "H", "H", "H", "H", "H", "N", "N", "O"],
  "xyz": [[0.445733, -0.514278, 0.426725], [1.404880, -0.767925, -0.746314], [-0.427135, -1.536034, -0.337450], [-0.917723, 0.644196, 1.309344], [0.541864, 1.305135, 1.203307], [0.828863, -1.003516, 1.347058], [1.229815, -0.133143, -1.640258], [2.481006, -0.917701, -0.621759], [0.613521, -2.427798, -1.925326], [-0.998613, -2.183859, 0.315310], [-1.129232, -1.033651, -1.073859], [-1.350770, 2.927067, 1.525596], [-1.047992, 2.772059, 0.092382], [-0.146357, 0.782562, 0.679676], [0.752896, -2.126660, -0.967915], [-1.629672, 3.296166, 0.678515]],
  "forces_ev_per_angstrom": [[-0.2297, -1.2146, -0.6215], [0.8384, -1.0022, -1.5389], [-1.4713, 0.3440, 0.1077], [-0.4411, -0.0316, 0.1936], [0.0612, 0.3850, 0.1374], [-0.0443, 0.2006, -0.5026], [-0.0334, 0.1235, 0.7271], [-0.0665, 0.5308, 0.3691], [0.1114, 0.2782, 0.0185], [-0.3039, -0.4137, -0.0634], [0.7148, -0.2817, 0.8303], [-0.3163, 0.3476, 0.1185], [-0.5015, 0.2667, 0.0073], [0.8133, -0.0166, -0.3676], [0.1875, 0.9735, 0.6954], [0.6815, -0.4894, -0.1109]],
  "nbo_charge": [-0.073, -0.228, -0.219, 0.362, 0.356, 0.175, 0.184, 0.194, 0.358, 0.182, 0.174, 0.451, 0.483, -0.843, -0.620, -0.937],
  "lumo_energy_ev": 0.7402
}

{
  "formula": "C3H10N2O",
  "method": "ωB97M-V with the def2-TZVPD basis set",
  "symbols": ["C", "C", "C", "N", "N", "O", "H", "H", "H", "H", "H", "H", "H", "H", "H", "H"],
  "xyz": [[-3.037772, -0.239638, 0.115610], [-2.564706, 0.532788, 1.103622], [3.165356, 0.875625, -1.153369], [-4.326970, -0.710014, 0.029184], [3.529480, -0.918040, 0.577181], [2.520467, -0.034634, -0.308116], [-2.429983, -0.438083, -0.756875], [-4.888505, -0.669849, 0.866380], [-4.488885, -1.560386, -0.484571], [3.729276, -0.413903, 1.437733], [3.706935, -1.695527, -0.054842], [-3.202791, 0.785565, 1.936286], [-1.779587, 1.245644, 0.933851], [4.042636, 0.433597, -1.654443], [3.570217, 1.745975, -0.622187], [2.454832, 1.060881, -1.965444]],
  "forces_ev_per_angstrom": [[0.4025, 0.7114, 0.2724], [-0.7472, 0.3611, -0.4734], [1.2389, -0.5994, -0.3736], [-0.4406, -0.6259, 0.0914], [-3.0269, 2.7557, -3.0437], [1.5872, -2.1733, 2.4012], [-0.0037, 0.0113, -0.1292], [0.1099, 0.1110, 0.0238], [0.1447, -0.0170, -0.0367], [0.3398, -0.9644, -0.6861], [0.5906, 0.3763, 1.3398], [-0.1898, -0.1131, 0.2404], [0.7258, -0.4392, 0.0167], [-0.1515, -0.1564, 0.1298], [-0.5459, 0.2051, -0.1583], [-0.0336, 0.5569, 0.3855]],
  "nbo_charge": [0.024, -0.540, -0.253, -0.806, -0.655, -0.439, 0.187, 0.374, 0.375, 0.412, 0.412, 0.178, 0.207, 0.164, 0.165, 0.195],
  "lumo_energy_ev": 1.0680
}

{
  "formula": "C3H10N2O",
  "method": "ωB97M-V with the def2-TZVPD basis set",
  "symbols": ["C", "C", "N", "C", "N", "H", "H", "H", "H", "H", "H", "H", "H", "H", "H", "O"],
  "xyz": [[-0.119580, -0.309077, -1.339193], [0.409647, 0.654843, -0.288774], [1.926146, 1.512752, 2.126515], [1.503818, 0.221524, 1.816530], [0.687391, -0.151867, 0.934550], [-0.517051, 0.414222, -2.060911], [0.484667, -1.013776, -1.895690], [-0.997930, -0.810618, -0.919075], [1.350971, 1.114635, -0.618770], [-0.413075, 1.327070, -0.001625], [1.950281, 2.191237, 1.376673], [2.768743, 1.532059, 2.679011], [2.002026, -0.581878, 2.381837], [-2.972107, -2.332667, -1.323717], [-4.132829, -1.430683, -1.570000], [-3.931115, -2.337769, -1.297365]],
  "forces_ev_per_angstrom": [[-1.5518, 1.5109, -0.4937], [0.0882, -1.6392, 1.9871], [0.4389, -0.3452, -0.2527], [0.2922, 0.0361, -0.0081], [0.6910, -0.4250, -1.1822], [-0.1772, -0.4480, -0.5630], [0.6516, 0.0083, 0.5070], [0.2640, -0.1367, -0.0333], [-0.4154, 0.4684, 0.0297], [0.4737, 0.4169, -0.6106], [-0.2145, -0.0617, 0.0358], [0.0256, 0.1046, 0.0220], [-0.5777, 0.5104, 0.5608], [0.2493, -0.2714, 0.0922], [-0.2138, -0.2822, 0.0963], [-0.0242, 0.5538, -0.1872]],
  "nbo_charge": [-0.601, -0.258, -0.834, 0.283, -0.504, 0.195, 0.217, 0.200, 0.179, 0.196, 0.381, 0.380, 0.165, 0.466, 0.465, -0.929],
  "lumo_energy_ev": 0.8416
}

{
  "formula": "C3H10N2O",
  "method": "ωB97M-V with the def2-TZVPD basis set",
  "symbols": ["C", "O", "C", "H", "H", "H", "H", "H", "N", "C", "N", "H", "H", "H", "H", "H"],
  "xyz": [[0.195017, -0.953215, 1.775069], [-1.131104, -0.854958, 1.320355], [0.528909, 0.308281, 2.631313], [0.882702, -0.771728, 0.933471], [0.441645, -1.917945, 2.215683], [1.550298, 0.082327, 2.951230], [-0.143918, 0.517584, 3.488518], [0.474276, 1.215328, 2.011187], [0.006145, 0.514576, -3.375564], [-0.773014, 0.343220, -2.272955], [-0.352769, 0.051640, -1.105402], [0.801945, -0.103165, -3.402699], [-0.120906, 1.119784, -4.163495], [-1.837151, 0.448713, -2.504005], [-1.172385, -0.228622, 0.563200], [0.650306, 0.228186, -1.065912]],
  "forces_ev_per_angstrom": [[-0.0950, 2.7406, -0.6340], [-0.6229, -0.5724, 0.1934], [-0.1043, -0.9524, 0.3669], [-0.0156, -0.7596, -0.0825], [-0.4136, 0.1001, 0.2572], [0.0796, 0.7785, 0.3822], [0.4152, -0.5798, -0.3453], [0.2751, -0.3938, -0.0145], [1.3482, -0.6813, -0.1576], [-0.7714, 0.4190, -0.0136], [-0.3130, 0.7727, -0.6718], [0.2687, 0.4711, -0.1439], [-0.6006, -0.0857, 0.0580], [-0.0114, -0.0525, 0.5164], [0.4376, -0.7304, 0.3139], [0.1233, -0.4741, -0.0246]],
  "nbo_charge": [-0.049, -0.759, -0.630, 0.137, 0.174, 0.195, 0.207, 0.197, -0.853, 0.314, -0.725, 0.390, 0.405, 0.159, 0.500, 0.338],
  "lumo_energy_ev": 0.8000
}

{
  "formula": "C3H10N2O",
  "method": "ωB97M-V with the def2-TZVPD basis set",
  "symbols": ["C", "O", "C", "N", "H", "H", "H", "H", "H", "H", "C", "N", "H", "H", "H", "H"],
  "xyz": [[-0.327952, 0.860317, 0.126472], [-1.045392, -0.284095, 0.657880], [0.862493, 1.215145, 0.998013], [1.575125, 2.350412, 0.415465], [0.038387, 0.890024, -0.910933], [-0.950761, 1.783704, 0.114074], [0.620601, 1.365458, 2.056452], [1.567709, 0.372637, 1.024286], [0.966075, 2.953336, -0.122292], [2.134001, 2.937975, 1.018339], [-0.952281, -2.698932, -1.114841], [-0.180588, -1.678705, -1.360032], [-1.306605, -2.904049, -0.083555], [-1.164841, -3.506676, -1.832883], [0.542592, -2.324230, -0.905014], [-0.644060, -0.662481, -0.252424]],
  "forces_ev_per_angstrom": [[-0.3487, 3.1442, 2.0856], [1.9170, 0.9526, -3.5704], [1.1970, -0.1391, 0.3795], [0.0024, 0.2542, -0.6637], [-0.1509, -1.1804, -0.0129], [-0.2514, -0.5205, 0.3080], [-0.5773, 0.1107, -0.1694], [-0.1688, -0.1095, -0.1644], [-0.0628, 0.0097, 0.1351], [-0.1911, -0.3417, 0.2559], [0.5694, 0.0321, 0.2765], [-0.4701, -1.7877, -1.2180], [-0.1495, 0.0134, -0.0887], [-0.5869, 0.3740, -0.3583], [0.7151, 1.0379, 0.6323], [-1.4433, -1.8500, 2.1727]],
  "nbo_charge": [-0.117, -0.770, -0.224, -0.861, 0.181, 0.153, 0.172, 0.168, 0.350, 0.366, 0.213, -0.833, 0.146, 0.148, 0.428, 0.481],
  "lumo_energy_ev": -0.8485
}

{
  "formula": "C3H10N2O",
  "method": "ωB97M-V with the def2-TZVPD basis set",
  "symbols": ["C", "C", "N", "O", "H", "H", "H", "H", "H", "H", "H", "C", "N", "H", "H", "H"],
  "xyz": [[-0.159347, -1.671860, 1.101027], [1.484302, 0.144305, 1.396113], [0.865312, -0.830841, 0.530090], [-0.201665, 0.394308, -0.887337], [1.325905, -1.096315, -0.324568], [-0.986832, -1.049607, 1.453979], [0.222303, -2.241411, 1.956728], [-0.526505, -2.368727, 0.349714], [0.722281, 0.834624, 1.769115], [2.237988, 0.700437, 0.841354], [1.960999, -0.334756, 2.259377], [-1.070822, 1.459845, -1.851871], [-2.178503, 1.195462, -2.376367], [-2.744145, 2.014526, -2.599660], [-0.730727, 2.474638, -1.610026], [-0.220542, 0.375372, -2.007667]],
  "forces_ev_per_angstrom": [[0.6926, 0.2259, -0.1977], [-0.1386, -0.7077, -0.3810], [0.4883, -0.5276, 1.0082], [-2.1471, 2.3634, -6.2635], [-0.0784, -0.0860, 0.5058], [-0.1205, -0.0449, -0.0424], [-0.0950, -0.1607, 0.0949], [-0.0817, 0.0387, 0.0351], [0.0327, 0.1409, 0.0171], [-0.0400, 0.0774, 0.0483], [0.1209, 0.1139, 0.1530], [-1.4149, 1.2576, 2.6827], [0.5238, -0.7459, 0.4442], [0.4514, 0.0313, -0.3203], [0.4071, -0.3314, -0.2277], [1.3994, -1.6450, 2.4432]],
  "nbo_charge": [-0.399, -0.400, -0.584, -0.688, 0.384, 0.181, 0.164, 0.205, 0.178, 0.202, 0.166, 0.230, -0.620, 0.364, 0.163, 0.453],
  "lumo_energy_ev": 0.5181
}

{
  "formula": "C3H10N2O",
  "method": "ωB97M-V with the def2-TZVPD basis set",
  "symbols": ["C", "C", "C", "N", "N", "O", "H", "H", "H", "H", "H", "H", "H", "H", "H", "H"],
  "xyz": [[-1.618826, -0.633613, -0.649848], [0.511132, -0.708805, -0.303719], [-0.030424, 1.400624, 0.645480], [0.179729, 0.568829, -0.523283], [2.366963, -0.112163, -0.207549], [-2.308125, -0.556924, 0.540028], [-2.052290, -1.286830, 1.115678], [2.842534, 0.351966, 0.564167], [2.819786, 0.127778, -1.086307], [-1.566502, -1.632164, -1.086650], [-2.000901, 0.097093, -1.350929], [0.491276, -1.170290, 0.686556], [0.673173, -1.353506, -1.158343], [0.547828, 2.315420, 0.527677], [0.235992, 0.925832, 1.596288], [-1.091344, 1.666753, 0.690752]],
  "forces_ev_per_angstrom": [[-0.4125, 1.4953, 0.1457], [4.2708, 1.2269, 0.2991], [-0.2289, -0.1716, 0.1171], [-3.0974, -1.1477, -0.5114], [-0.4901, -0.8597, 0.1451], [0.3493, -0.0763, -0.2796], [-0.0238, 0.0189, -0.0306], [-0.2446, -0.2735, -0.0737], [-0.2522, -0.1168, 0.1424], [0.4811, 0.0691, 0.1750], [-0.1022, -0.0436, 0.0375], [-0.2141, -0.0638, -0.0560], [-0.1819, -0.0060, 0.0798], [-0.0062, -0.0620, -0.0663], [0.0782, -0.0680, -0.1100], [0.0746, 0.0787, -0.0141]],
  "nbo_charge": [0.004, -0.009, -0.457, -0.291, -1.124, -0.682, 0.479, 0.345, 0.345, 0.178, 0.194, 0.175, 0.213, 0.231, 0.180, 0.219],
  "lumo_energy_ev": [0.3684, 0.3682]
}

{
  "formula": "C3H10N2O",
  "method": "ωB97M-V with the def2-TZVPD basis set",
  "symbols": ["C", "C", "C", "N", "N", "O", "H", "H", "H", "H", "H", "H", "H", "H", "H", "H"],
  "xyz": [[-0.448844, -0.474574, -0.184793], [1.341939, -0.456957, 0.164271], [2.046818, 0.685566, -0.517254], [-2.376463, 0.944031, 0.086253], [-1.071116, -1.629053, 0.322214], [-0.707399, 0.677607, 0.467832], [-0.518950, -0.416177, -1.276812], [-1.101693, -1.636714, 1.333995], [-1.996661, -1.728960, -0.086643], [-2.250850, 1.892593, -0.273438], [-2.729874, 1.074593, 1.036665], [1.633690, -1.431800, -0.229535], [1.463684, -0.438382, 1.247250], [1.819862, 0.711949, -1.587463], [1.760631, 1.645176, -0.080225], [3.135225, 0.581103, -0.422318]],
  "forces_ev_per_angstrom": [[4.7324, -0.4166, 0.5728], [-3.0138, -0.8592, -0.9139], [0.0895, 0.1802, -0.1058], [3.0189, -0.0640, 0.8165], [-0.1746, -0.5716, -0.4300], [-4.4594, 1.9275, -0.4298], [-0.2051, -0.0098, 0.1551], [-0.1078, 0.0511, -0.1023], [0.1414, -0.0630, 0.3604], [-0.0055, -0.1076, 0.0423], [0.1303, -0.0370, -0.0738], [0.1703, 0.0464, 0.1183], [-0.1726, -0.0543, -0.0276], [0.0012, 0.0248, 0.0851], [0.0198, -0.0769, -0.0845], [-0.1648, 0.0299, 0.0172]],
  "nbo_charge": [0.279, -0.387, -0.627, -0.563, -0.864, -0.447, 0.157, 0.365, 0.377, 0.345, 0.342, 0.201, 0.197, 0.202, 0.213, 0.210],
  "lumo_energy_ev": 0.9017
}

{
  "formula": "C3H10N2O",
  "method": "ωB97M-V with the def2-TZVPD basis set",
  "symbols": ["C", "C", "O", "N", "C", "N", "H", "H", "H", "H", "H", "H", "H", "H", "H", "H"],
  "xyz": [[-0.419827, 0.972952, -0.271293], [-1.778089, 0.511092, -0.917865], [-2.647551, 0.065927, 0.082500], [0.766031, 0.153488, -0.445752], [1.750013, -0.073026, 0.560542], [2.352942, -1.454615, 0.856367], [-0.617240, 1.232600, 0.825849], [-0.134408, 2.081067, -0.550909], [-2.401943, 1.360338, -1.280043], [-1.773993, 0.017362, -1.882121], [-2.122279, -0.741896, 0.270011], [0.756207, -0.376965, -1.301242], [1.347654, 0.182994, 1.538539], [2.675766, 0.500946, 0.573915], [2.308159, -1.846184, 1.827764], [1.997085, -2.295889, 0.215622]],
  "forces_ev_per_angstrom": [[0.4158, 3.0525, 0.6609], [-0.4371, 4.0847, -0.3895], [1.1938, -2.9082, 0.0547], [-0.5675, -1.0425, -0.1517], [0.7823, -1.1781, 2.4670], [-1.2710, -3.0811, -1.9848], [0.1026, -1.2065, -1.1485], [-0.8014, -1.7783, -0.3920], [1.1891, 0.5123, 0.2284], [0.6695, -1.4449, 0.1780], [-1.3563, 0.0329, 1.0798], [0.5010, 0.0139, 0.1325], [-0.6841, 0.4467, -0.0588], [-0.0919, 0.6302, -1.1650], [-0.4842, 1.1327, -1.2229], [0.8394, 2.7337, 1.7120]],
  "nbo_charge": [-0.248, -0.115, -0.683, -0.671, -0.031, -0.897, 0.211, 0.172, 0.186, 0.177, 0.457, 0.381, 0.173, 0.161, 0.371, 0.357],
  "lumo_energy_ev": 0.9158
}

Respective E values: -305.03187 -304.99934 -304.89553 -305.01732 -305.01242 -304.85982 -304.87503 -304.82780 -304.94119 -304.95183 hartree.
Respective relative energy (zero: lowest compared OMol25 entry of this formula, charge and spin) values: 26.8 47.3 112.4 36.0 39.0 134.8 125.3 154.9 83.7 77.1 kcal per mole.